(1)
DFT (ωB97M-V/def2-TZVPD) results for a 2-piece molecular cluster, C16H17N overall.

Summary:
- E_HOMO (hartree) = -0.285
- SMILES string = Cc1c[nH]c2ccccc12.Cc1ccccc1
- lowest unoccupied orbital energy (eV) = 0.85
- orbital gap (eV) = 8.6
- F_max (eV/A) = 2.1
- relative energy (zero: lowest compared OMol25 entry of this formula, charge and spin) (kJ/mol) = 78.7

Structure (XYZ):
```
34
Properties=species:S:1:pos:R:3:forces:R:3
C -3.04913 0.99635 1.15588 -0.3 -0.1 -0.6
C -1.53849 -0.93078 -1.73714 -0.1 -0.4 -0.1
C -2.08845 0.08021 -0.94946 -0.5 -0.7 -1.5
C -1.34405 -2.18709 -1.19010 -0.2 0.1 1.0
C -2.50605 -0.15678 0.34647 0.9 1.0 0.8
C -1.71817 -2.38037 0.13619 0.4 0.2 0.1
C -2.16407 -1.36465 0.96191 -0.9 0.3 -1.2
H -1.40336 -0.78621 -2.80275 0.4 0.3 0.1
H -2.30964 0.98107 -1.51112 -0.1 0.3 0.6
H -0.85585 -3.04391 -1.63122 -0.2 0.2 -0.7
H -1.65679 -3.37053 0.50336 0.4 -0.9 0.6
H -2.25112 1.72748 1.27322 0.0 0.0 0.6
H -3.49780 0.62254 2.06789 0.3 0.2 0.5
H -2.32909 -1.49624 2.02016 -0.2 -0.2 0.1
H -3.84489 1.54774 0.65312 0.0 -0.2 -0.3
C 3.25205 -1.52650 -0.81837 0.4 0.1 -0.8
C 0.91761 0.80063 0.91164 0.3 0.7 -1.2
C 1.76076 0.48999 -0.17169 1.0 -0.1 0.5
C 2.19229 -0.87281 -0.00356 -0.1 -0.5 0.2
C 1.49772 -1.36377 1.05464 -0.2 0.3 -0.2
C 0.53363 2.14217 1.08446 -0.6 -1.2 0.4
C 0.84363 3.04650 0.09657 -0.7 -0.2 -0.2
C 1.50435 2.67710 -1.09652 0.3 0.5 2.0
C 2.14250 1.45864 -1.10026 -0.8 -0.1 -1.3
N 0.67211 -0.37016 1.57465 0.3 0.0 0.7
H -0.12363 2.36522 1.91830 0.2 0.4 0.1
H 0.46665 4.04510 0.23849 0.0 0.3 -0.2
H 0.38931 -0.39525 2.53720 -0.3 0.0 0.0
H 1.57591 3.44838 -1.83075 0.5 0.1 -0.6
H 1.42969 -2.36322 1.45101 0.2 0.0 0.1
H 2.76726 1.21724 -1.94945 0.1 -0.3 0.0
H 2.90236 -2.07081 -1.70162 -0.3 0.2 0.0
H 3.91141 -2.23088 -0.32166 -0.2 -0.1 0.6
H 3.92132 -0.73637 -1.16948 0.0 -0.1 -0.2
```
Forces are in eV/Å.



(2)
DFT (ωB97M-V/def2-TZVPD) results for a 2-piece molecular cluster, C16H17N overall.

Summary:
- E_HOMO (hartree) = -0.285
- SMILES string = Cc1c[nH]c2ccccc12.Cc1ccccc1
- lowest unoccupied orbital energy (eV) = 0.73
- orbital gap (eV) = 8.5
- F_max (eV/A) = 2.1
- relative energy (zero: lowest compared OMol25 entry of this formula, charge and spin) (kJ/mol) = 80.3

Structure (XYZ):
```
34
Properties=species:S:1:pos:R:3:forces:R:3
C -1.10879 1.43844 2.75039 0.5 1.0 -0.3
C -3.63384 2.81599 0.29948 -0.3 -0.2 0.5
C -3.21963 4.13169 0.23110 0.7 -0.4 -0.3
C -2.95971 1.92162 1.13680 0.3 1.0 -0.9
C -1.78534 2.36123 1.73585 -0.1 -1.1 1.7
C -2.00083 4.52398 0.79701 -1.0 0.7 -0.3
C -1.27529 3.65276 1.59059 -0.6 -0.2 -0.9
H -4.49870 2.50962 -0.27227 -0.2 -0.1 0.1
H -3.78717 4.84091 -0.34756 0.0 0.1 -0.2
H -3.30629 0.90665 1.27600 0.0 0.0 0.0
H -1.77737 5.56058 0.54734 0.7 -0.2 0.6
H -1.24797 0.37653 2.57630 0.0 -0.1 -0.2
H -1.40206 1.64589 3.77886 -0.4 0.1 0.0
H -0.32845 3.91939 2.03376 0.0 0.1 0.1
H -0.06032 1.72705 2.72048 0.4 -0.6 0.1
C 0.87801 -4.86355 -0.89188 -0.1 0.5 -0.8
C -0.16123 -2.64050 -0.28140 0.0 0.3 0.8
C 0.84512 -3.35825 -0.85083 -0.6 -0.4 0.3
C 1.31485 -1.12598 -0.98809 1.2 -0.2 1.5
C 1.83400 -2.40721 -1.26999 -0.7 -0.1 -1.2
C 2.13728 0.00804 -1.02754 -1.1 0.2 -1.8
C 3.04082 -2.52627 -1.97794 -0.4 0.2 1.2
C 3.36800 -0.12857 -1.64884 0.3 -0.3 1.5
C 3.82847 -1.39618 -2.03564 0.2 -0.2 -1.0
N 0.12696 -1.29204 -0.32060 0.1 0.3 -0.7
H -1.00251 -2.98583 0.30598 0.0 0.0 -0.3
H -0.29470 -0.53734 0.19218 -0.3 -0.2 0.0
H 0.23065 -5.27631 -1.67387 0.2 0.2 -0.2
H 0.48550 -5.30341 0.01763 0.4 0.0 0.4
H 1.63163 0.96759 -0.91735 0.6 0.1 0.6
H 3.32363 -3.51522 -2.30456 0.5 0.1 -0.2
H 4.09742 0.66999 -1.57343 -0.2 0.2 -0.5
H 4.80952 -1.45969 -2.48430 0.1 0.0 0.0
H 1.89835 -5.16159 -1.12365 0.0 -0.4 0.3
```
Forces are in eV/Å.



(3)
DFT (ωB97M-V/def2-TZVPD) results for a 2-piece molecular cluster, C16H17N overall.

Summary:
- E_HOMO (hartree) = -0.286
- SMILES string = Cc1c[nH]c2ccccc12.Cc1ccccc1
- lowest unoccupied orbital energy (eV) = 0.98
- orbital gap (eV) = 8.8
- F_max (eV/A) = 2.8
- relative energy (zero: lowest compared OMol25 entry of this formula, charge and spin) (kJ/mol) = 122.6

Structure (XYZ):
```
34
Properties=species:S:1:pos:R:3:forces:R:3
C 0.77532 -1.32682 2.06994 -0.4 -1.1 1.2
C -2.35447 0.34412 0.82531 0.7 -0.4 -1.0
C -1.09329 0.42434 1.40501 0.6 -0.7 2.1
C -0.59183 -0.93978 1.65987 -1.0 1.2 -2.3
C -1.52966 -1.72216 1.04000 0.4 -0.7 1.1
C -3.07224 1.47320 0.45799 0.1 0.4 -0.2
C -2.54159 2.71260 0.78518 0.4 -0.2 0.2
C -0.63578 1.65043 1.86999 -1.1 2.1 0.7
C -1.33969 2.81252 1.52258 -0.7 -1.0 -0.4
N -2.58501 -1.00272 0.53864 -0.7 1.2 0.1
H -3.55278 -1.28264 0.55842 0.2 -0.6 -0.2
H -3.95012 1.39783 -0.16633 -0.3 0.0 0.2
H -1.54350 -2.80065 0.98106 0.0 0.0 -0.1
H -3.06415 3.62291 0.52795 -0.1 0.0 -0.1
H -0.03116 1.83527 2.75361 1.0 -0.7 -0.6
H 1.60156 -0.94658 1.47603 -0.2 0.0 -0.2
H 0.77564 -2.42564 2.10502 0.4 0.2 -0.3
H -1.04640 3.79330 1.86450 0.2 0.0 0.2
H 0.93143 -1.05315 3.11297 0.2 0.3 0.1
C 3.53641 -1.59109 -1.62618 -0.1 -0.1 -0.6
C -0.13170 0.64620 -1.65999 -0.1 0.6 -0.7
C -0.04003 -0.51589 -2.40764 1.1 -0.4 -1.0
C 0.96074 1.09203 -0.90920 0.3 -1.9 0.3
C 1.17202 -1.23589 -2.53979 -0.4 1.4 -0.1
C 2.01383 0.18994 -0.83035 0.9 0.6 -0.1
C 2.21278 -0.87367 -1.71267 0.2 0.0 0.5
H -0.98454 1.27462 -1.88862 -0.1 0.0 0.6
H -0.80072 -0.78984 -3.12594 -0.4 0.2 0.2
H 1.06170 1.94892 -0.26529 -0.7 0.4 -0.3
H 1.38726 -1.75066 -3.46755 -0.3 -0.9 0.3
H 2.85102 0.39642 -0.16332 -0.1 0.2 0.0
H 4.39466 -0.92271 -1.54676 -0.2 0.1 0.3
H 3.76385 -2.21407 -2.49566 -0.4 -0.1 0.1
H 3.45045 -2.22071 -0.74880 0.5 -0.3 0.2
```
Forces are in eV/Å.



(4)
DFT (ωB97M-V/def2-TZVPD) results for a 2-piece molecular cluster, C16H17N overall.

Summary:
- E_HOMO (hartree) = -0.290
- SMILES string = Cc1c[nH]c2ccccc12.Cc1ccccc1
- lowest unoccupied orbital energy (eV) = 0.83
- orbital gap (eV) = 8.7
- F_max (eV/A) = 5.2
- relative energy (zero: lowest compared OMol25 entry of this formula, charge and spin) (kJ/mol) = 296.4

Structure (XYZ):
```
34
Properties=species:S:1:pos:R:3:forces:R:3
C 4.27734 3.40983 -2.03105 3.7 1.3 0.9
C 0.97877 2.30749 -0.77757 0.9 0.3 2.3
C 1.98576 2.38093 -1.71764 -1.8 0.2 -2.2
C 3.15083 3.12627 -1.18194 -2.9 -2.3 0.7
C 2.85682 3.28290 0.15864 -1.9 -0.4 -1.0
C -0.55502 1.21829 -2.19292 -5.0 -0.5 0.7
C -0.30390 1.74508 -0.89539 2.8 -0.3 -3.9
C 0.29000 1.33144 -3.30240 1.6 0.3 2.4
C 1.52768 1.87995 -2.98809 2.5 0.7 -1.0
N 1.52169 2.81259 0.41186 1.4 -0.6 -2.4
H -1.70027 0.81610 -2.41319 3.2 0.7 0.8
H -0.73621 1.56518 0.02191 -2.0 -0.4 1.3
H 0.18881 0.82276 -4.24758 -0.6 0.3 -0.1
H 2.26215 1.92795 -3.80715 -0.3 -0.1 0.2
H 0.84868 2.98908 1.09473 -0.1 0.8 1.8
H 3.43452 3.64132 0.98017 0.3 0.4 0.2
H 4.10956 3.72904 -3.02562 -1.0 0.2 -1.0
H 5.06560 2.63806 -2.16175 -0.7 -0.1 0.4
H 4.84917 4.27319 -1.60058 -0.3 -0.6 -0.2
C -1.25064 -4.90516 2.83960 -0.1 -0.2 -2.1
C -3.13960 -1.33608 1.19220 -2.9 0.0 0.3
C -1.90669 -1.33399 1.84012 -1.0 4.8 -0.9
C -3.92525 -2.52237 1.17670 1.3 0.8 -0.6
C -1.32648 -2.44969 2.18497 1.5 -4.9 1.2
C -3.32468 -3.70414 1.71026 -2.5 -1.9 1.0
C -2.06820 -3.74156 2.27507 2.4 2.8 -0.4
H -3.63395 -0.38606 0.83004 0.8 -1.1 0.4
H -1.38530 -0.34544 2.11060 -0.7 -1.5 -1.1
H -4.93721 -2.49621 0.67662 1.3 -0.3 0.8
H -0.22246 -2.35964 2.28863 -0.9 -0.7 0.9
H -4.00601 -4.65959 1.84656 1.4 1.9 -0.6
H -1.13595 -5.62579 2.00822 -0.5 -0.2 0.5
H -1.57323 -5.41043 3.73520 -0.5 0.0 0.2
H -0.21632 -4.62132 2.96078 0.2 0.6 0.4
```
Forces are in eV/Å.